Entry 1:
C7H5N | ωB97M-V/def2-TZVPD

HOMO (eV): -9.50
HOMO-LUMO gap (Ha): 0.3512
Energy above the lowest of the compared OMol25 structures with the same formula, charge and spin (kcal per mole): 51.5

Structure (ORCA input):
```
! RIJCOSX wB97M-V def2-TZVPD def2/J DEFGRID3
* xyz 0 1
C -2.062 1.097 0.350
C -1.320 0.653 -0.453
C -0.541 0.118 -1.506
C 0.739 -0.139 -1.311
C 1.408 0.263 0.002
C 1.006 -0.264 1.199
C 0.206 -1.376 1.402
N -0.411 -2.315 1.600
H -2.722 1.568 1.162
H -0.993 -0.326 -2.332
H 1.149 -0.624 -2.188
H 2.087 1.084 0.011
H 1.453 0.262 2.064
*
```

List of Mulliken charges in e, atom by atom: C 0.429; C -0.604; C -0.599; C -0.295; C -0.153; C -0.454; C 0.357; N -0.413; H 0.364; H 0.378; H 0.298; H 0.398; H 0.295


Entry 2:
C7H5N10SSe3TaTe | ωB97M-V/def2-TZVPD

HOMO (eV): -7.73
HOMO-LUMO gap (Ha): 0.1901
Energy above the lowest of the compared OMol25 structures with the same formula, charge and spin (kcal per mole): 26.9

Structure (ORCA input):
```
! RIJCOSX wB97M-V def2-TZVPD def2/J DEFGRID3
* xyz 0 1
Ta -0.067 -0.205 -0.006
N -2.263 2.704 -0.139
C -0.922 2.922 -0.195
N -0.382 4.117 -0.244
N 0.941 3.885 -0.307
N 1.203 2.643 -0.288
N 0.009 1.945 -0.222
C -2.803 1.469 -0.289
N -4.070 1.222 -0.501
N -4.142 -0.115 -0.647
N -3.008 -0.667 -0.520
N -2.077 0.324 -0.269
H -2.876 3.501 -0.193
S 1.675 0.124 1.735
C 2.666 0.309 0.314
C 4.015 0.632 0.261
C 4.582 0.826 -0.981
C 3.810 0.700 -2.137
C 2.488 0.359 -2.009
N 1.945 0.146 -0.803
H 4.577 0.749 1.176
H 5.629 1.087 -1.059
H 4.232 0.871 -3.116
H 1.831 0.246 -2.862
Se -0.479 -1.966 1.756
Se -2.312 -3.248 1.103
Te -1.704 -3.633 -1.371
Se 0.162 -1.968 -1.767
*
```

List of Mulliken charges in e, atom by atom: Ta 0.968; N -0.095; C 0.553; N -0.499; N -0.669; N -0.143; N 0.240; C 0.485; N -0.512; N -0.527; N 0.013; N -0.079; H 0.240; S -0.380; C 0.852; C -0.808; C -0.050; C -0.870; C -0.020; N -0.081; H 0.414; H 0.392; H 0.405; H 0.476; Se 0.097; Se -0.240; Te 0.078; Se -0.240


Entry 3:
C7H5N2O3P | ωB97M-V/def2-TZVPD

HOMO (eV): 0.33
HOMO-LUMO gap (Ha): 0.1964
Energy above the lowest of the compared OMol25 structures with the same formula, charge and spin (kcal per mole): 31.8

Structure (ORCA input):
```
! RIJCOSX wB97M-V def2-TZVPD def2/J DEFGRID3
* xyz -2 1
C 1.105 -0.297 0.087
C 0.127 -1.225 -0.296
C 0.789 0.950 0.623
C -1.221 -0.768 -0.398
C -0.557 1.327 0.554
C -1.520 0.499 0.060
C -3.462 0.920 -0.219
N -3.723 2.263 0.163
N -3.596 2.002 -1.097
O -3.752 -1.234 1.199
O -5.827 0.011 0.408
O -4.472 -1.433 -1.192
P -4.480 -0.564 0.084
H 2.133 -0.763 0.275
H 0.353 -2.325 -0.594
H 1.652 1.538 0.926
H -2.063 -1.468 -0.519
H -0.883 2.410 1.115
*
```

List of Mulliken charges in e, atom by atom: C -0.416; C -0.338; C -0.408; C -0.259; C -0.041; C -0.055; C 0.929; N -0.379; N -0.473; O -0.771; O -0.819; O -0.826; P 0.677; H 0.205; H 0.249; H 0.337; H 0.325; H 0.061


Entry 4:
C7H5N3O2S | ωB97M-V/def2-TZVPD

HOMO (eV): -9.26
HOMO-LUMO gap (Ha): 0.3376
Energy above the lowest of the compared OMol25 structures with the same formula, charge and spin (kcal per mole): 0.0

Structure (ORCA input):
```
! RIJCOSX wB97M-V def2-TZVPD def2/J DEFGRID3
* xyz 0 1
O -1.569 2.802 0.311
C -1.025 1.753 0.053
N 0.344 1.767 -0.246
C 1.218 0.738 0.074
N 1.095 -0.110 1.062
C 2.203 -0.903 1.106
C 3.187 -0.702 0.174
S 2.664 0.555 -0.860
C -1.688 0.440 -0.113
C -1.375 -0.688 -0.785
C -2.545 -1.499 -0.639
N -3.466 -0.868 0.034
O -2.941 0.343 0.388
H 0.735 2.716 -0.257
H 2.297 -1.649 1.903
H 4.120 -1.250 0.028
H -0.467 -0.926 -1.267
H -2.787 -2.521 -0.966
*
```

List of Mulliken charges in e, atom by atom: O -0.578; C 0.278; N -0.080; C 0.275; N -0.382; C -0.479; C -0.154; S -0.163; C 0.286; C 0.176; C -0.601; N -0.375; O -0.139; H 0.296; H 0.378; H 0.405; H 0.457; H 0.402


Entry 5:
C7H5N4 | ωB97M-V/def2-TZVPD

HOMO (alpha / beta) (eV): -13.10 / -13.11
HOMO-LUMO gap (alpha / beta) (Ha): 0.2511 / 0.2514
Energy above the lowest of the compared OMol25 structures with the same formula, charge and spin (kcal per mole): 104.9

Structure (ORCA input):
```
! RIJCOSX wB97M-V def2-TZVPD def2/J DEFGRID3
* xyz 1 1
C -1.004 1.589 -1.051
C -0.019 2.290 -0.462
C 0.322 -1.448 1.698
C -0.698 0.196 -0.882
C 0.625 0.214 -0.076
C 0.972 -0.978 0.534
C -0.620 -1.826 -0.197
N 0.899 1.462 0.203
N -0.729 -2.060 1.246
N 0.658 -2.105 -0.521
N -1.437 -0.886 -0.768
H -1.818 1.819 -1.626
H -0.063 3.372 -0.294
H 0.537 -1.410 2.866
H 1.519 1.859 0.937
H 0.854 -2.087 -1.607
*
```

List of Mulliken charges in e, atom by atom: C -0.672; C -0.405; C -0.118; C 0.757; C -0.109; C 0.053; C 0.986; N -0.034; N -0.424; N -0.411; N -0.479; H 0.485; H 0.374; H 0.342; H 0.312; H 0.343


Entry 6:
C7H5NO | ωB97M-V/def2-TZVPD

HOMO (eV): -9.12
HOMO-LUMO gap (Ha): 0.3597
Energy above the lowest of the compared OMol25 structures with the same formula, charge and spin (kcal per mole): 48.6

Structure (ORCA input):
```
! RIJCOSX wB97M-V def2-TZVPD def2/J DEFGRID3
* xyz 0 1
C -1.787 0.550 -0.035
C -1.641 -0.851 -0.057
C -0.494 -1.539 -0.041
C 0.687 -0.755 0.006
O 1.966 -1.213 0.065
N 2.816 -0.148 0.033
C 2.056 0.872 -0.148
C 0.578 0.665 -0.178
C -0.542 1.254 0.057
H -2.675 1.041 0.236
H -2.620 -1.430 -0.094
H -0.423 -2.621 -0.118
H 2.461 1.842 -0.071
H -0.381 2.333 0.344
*
```

List of Mulliken charges in e, atom by atom: C -0.761; C 0.022; C -0.707; C 0.574; O -0.217; N -0.376; C -0.524; C 0.464; C -0.220; H 0.403; H 0.253; H 0.371; H 0.448; H 0.271


Entry 7:
C7H5NO3S | ωB97M-V/def2-TZVPD

HOMO (eV): -9.51
HOMO-LUMO gap (Ha): 0.3695
Energy above the lowest of the compared OMol25 structures with the same formula, charge and spin (kcal per mole): 0.0

Structure (ORCA input):
```
! RIJCOSX wB97M-V def2-TZVPD def2/J DEFGRID3
* xyz 0 1
O 2.037 -2.758 0.771
C 0.999 -2.216 0.423
N -0.069 -2.381 1.227
C -0.938 -1.396 0.814
O -1.967 -1.188 1.387
C -0.446 -0.765 -0.482
C -0.278 0.749 -0.406
C 0.789 1.459 -1.091
C 0.758 2.795 -0.895
S -0.536 3.279 0.194
C -1.080 1.618 0.268
O 0.828 -1.420 -0.687
H 0.128 -2.503 2.203
H -1.116 -1.011 -1.301
H 1.476 0.955 -1.780
H 1.442 3.486 -1.382
H -2.026 1.296 0.737
*
```

List of Mulliken charges in e, atom by atom: O -0.587; C 0.409; N -0.120; C 0.373; O -0.563; C 0.555; C -0.015; C -0.790; C -0.263; S -0.155; C -0.298; O -0.323; H 0.304; H 0.311; H 0.349; H 0.405; H 0.407


Entry 8:
C7H5NS | ωB97M-V/def2-TZVPD

HOMO (eV): -8.88
HOMO-LUMO gap (Ha): 0.3173
Energy above the lowest of the compared OMol25 structures with the same formula, charge and spin (kcal per mole): 108.2

Structure (ORCA input):
```
! RIJCOSX wB97M-V def2-TZVPD def2/J DEFGRID3
* xyz 0 1
C 1.001 1.117 1.844
C 1.604 0.580 0.906
C 1.258 -0.435 -0.030
S 1.598 -0.397 -1.797
C -0.228 -0.595 -2.214
N -1.009 -0.368 -1.082
C -0.447 -0.207 0.024
C -1.063 0.333 1.215
C -0.385 1.082 2.122
H 1.510 -1.427 0.362
H -0.376 -1.600 -2.619
H -0.468 0.147 -2.979
H -2.131 0.205 1.292
H -0.865 1.565 2.956
*
```

List of Mulliken charges in e, atom by atom: C -0.449; C 0.009; C 0.279; S -0.172; C -0.357; N -0.529; C 0.212; C -0.551; C -0.178; H 0.331; H 0.291; H 0.324; H 0.390; H 0.400


Entry 9:
C7H62ClGaNO23S | ωB97M-V/def2-TZVPD

HOMO (eV): -4.90
HOMO-LUMO gap (Ha): 0.2290

Structure (ORCA input):
```
! RIJCOSX wB97M-V def2-TZVPD def2/J DEFGRID3
* xyz -1 1
C 3.934 1.078 -1.419
C 2.975 0.132 -0.443
C 1.366 0.219 -0.859
C 0.742 1.741 -0.642
N -0.042 1.809 0.652
Ga -1.933 2.150 0.376
O -2.233 4.014 0.805
S -3.143 0.979 2.010
C -2.637 1.710 -1.517
Cl -4.499 1.968 -1.585
C -2.154 0.266 -2.125
C -2.269 -1.000 -1.090
H 3.361 1.288 -2.440
H 4.204 2.113 -0.928
H 4.911 0.469 -1.694
H 3.303 -0.987 -0.607
H 3.141 0.416 0.688
H 1.275 -0.048 -2.001
H 0.809 -0.576 -0.201
H 0.143 2.039 -1.602
H 1.631 2.527 -0.531
H 0.117 0.930 1.223
H -1.502 4.565 0.397
H -2.298 -0.103 2.340
H -2.189 2.541 -2.247
H -1.057 0.381 -2.550
H -2.849 0.059 -3.073
H -3.345 -1.500 -1.103
H -1.538 -1.844 -1.515
H -1.902 -0.786 0.003
O -4.311 -1.536 4.002
H -5.056 -1.595 3.384
H -3.831 -0.745 3.715
O -6.282 -2.018 6.146
H -5.697 -1.793 5.408
H -6.488 -1.161 6.551
O -7.760 -4.308 4.767
H -7.239 -3.600 5.175
H -8.665 -4.136 5.067
O 1.589 -2.827 -0.792
H 1.790 -2.567 -1.703
H 0.627 -2.726 -0.727
O 0.752 1.794 3.561
H -0.074 2.008 3.102
H 0.627 2.156 4.450
O 3.476 0.766 -4.896
H 3.735 0.104 -5.555
H 3.995 1.549 -5.135
O 2.505 3.438 -4.176
H 2.585 2.523 -3.868
H 3.416 3.769 -4.167
O -3.732 -2.470 7.985
H -3.149 -3.244 7.951
H -4.413 -2.661 7.323
O -4.048 -3.584 1.309
H -4.874 -3.370 0.851
H -4.173 -3.221 2.199
O 2.505 -3.497 -3.516
H 2.585 -4.412 -3.208
H 3.416 -3.166 -3.507
O -0.941 -2.044 3.095
H -1.761 -1.956 3.603
H -0.493 -2.801 3.502
O -0.592 -0.013 5.468
H -0.006 0.212 4.730
H -0.797 0.843 5.873
O -1.893 -0.160 8.358
H -1.650 -0.625 7.543
H -2.351 -0.832 8.884
O 5.184 1.698 -6.621
H 4.619 1.695 -7.408
H 5.902 2.307 -6.851
O 7.976 2.898 -7.549
H 8.235 2.235 -8.207
H 8.495 3.680 -7.788
O 4.763 4.516 -2.480
H 5.284 5.224 -2.072
H 3.858 4.689 -2.180
O 6.752 2.818 -10.176
H 5.926 3.031 -10.634
H 6.627 3.180 -9.286
O -6.977 -0.068 2.847
H -7.721 -0.126 2.230
H -6.496 0.723 2.560
O 1.905 2.128 6.394
H 1.985 1.213 6.701
H 2.816 2.459 6.403
O 5.799 4.031 -5.935
H 6.222 4.899 -6.015
H 5.485 4.008 -5.018
O -4.110 -5.744 -1.119
H -3.237 -6.137 -1.268
H -3.947 -5.061 -0.451
O -1.541 -6.092 0.646
H -2.361 -6.004 1.154
H -1.093 -6.849 1.053
*
```

List of Mulliken charges in e, atom by atom: C -0.405; C -0.434; C -0.256; C -0.028; N -0.095; Ga 0.112; O -0.702; S -0.357; C -0.237; Cl -0.281; C -0.294; C -0.317; H -0.104; H 0.168; H 0.320; H 0.171; H 0.218; H 0.270; H -0.048; H 0.037; H 0.001; H 0.226; H 0.217; H -0.043; H 0.302; H -0.004; H 0.405; H 0.224; H 0.078; H -0.093; O -0.537; H 0.304; H 0.133; O -0.668; H 0.416; H 0.304; O -0.656; H 0.363; H 0.295; O -0.659; H 0.381; H 0.292; O -0.675; H 0.352; H 0.251; O -0.577; H 0.261; H 0.442; O -0.609; H 0.298; H 0.240; O -0.599; H 0.306; H 0.319; O -0.507; H 0.297; H 0.211; O -0.678; H 0.325; H 0.322; O -0.459; H 0.241; H 0.204; O -0.556; H 0.351; H 0.296; O -0.635; H 0.333; H 0.299; O -0.677; H 0.295; H 0.249; O -0.619; H 0.320; H 0.298; O -0.606; H 0.268; H 0.349; O -0.637; H 0.311; H 0.342; O -0.600; H 0.294; H 0.325; O -0.609; H 0.322; H 0.293; O -0.545; H 0.255; H 0.296; O -0.632; H 0.334; H 0.318; O -0.619; H 0.312; H 0.290


Entry 10:
C7H6Br3NO2 | ωB97M-V/def2-TZVPD

HOMO (eV): -10.12
HOMO-LUMO gap (Ha): 0.3474
Energy above the lowest of the compared OMol25 structures with the same formula, charge and spin (kcal per mole): 15.5

Structure (ORCA input):
```
! RIJCOSX wB97M-V def2-TZVPD def2/J DEFGRID3
* xyz 0 1
O 6.842 -10.020 1.972
N 5.970 -10.467 1.288
O 4.862 -10.699 1.742
C 6.121 -10.696 -0.178
C 7.013 -9.870 -0.920
C 6.978 -9.874 -2.325
C 6.177 -10.790 -2.991
C 5.442 -11.677 -2.286
C 5.368 -11.637 -0.888
H 7.667 -9.202 -0.381
H 7.712 -9.301 -2.871
H 6.057 -10.838 -4.064
H 4.858 -12.312 -2.935
H 4.712 -12.263 -0.302
Br 7.090 -11.187 -9.381
C 7.025 -9.251 -9.866
Br 5.702 -8.307 -8.668
Br 6.603 -8.960 -11.772
H 8.006 -8.848 -9.616
*
```

List of Mulliken charges in e, atom by atom: O -0.561; N 0.879; O -0.541; C 0.247; C -0.307; C -0.518; C -0.345; C -0.342; C -0.377; H 0.406; H 0.344; H 0.400; H 0.320; H 0.394; Br -0.016; C -0.324; Br -0.024; Br -0.005; H 0.368


Entry 11:
C7H6ClN5S | ωB97M-V/def2-TZVPD

HOMO (eV): -8.42
HOMO-LUMO gap (Ha): 0.3042
Energy above the lowest of the compared OMol25 structures with the same formula, charge and spin (kcal per mole): 0.0

Structure (ORCA input):
```
! RIJCOSX wB97M-V def2-TZVPD def2/J DEFGRID3
* xyz 0 1
N 3.166 2.727 0.102
S -2.769 0.820 -3.153
Cl 2.143 -1.562 3.284
N 2.531 0.754 1.444
N 2.855 1.761 0.760
C -1.700 0.786 -1.894
C 0.140 -2.068 1.515
C -0.628 -1.833 0.380
C 0.685 0.130 -0.097
C 1.199 -1.209 1.850
C 1.479 -0.060 1.056
C -0.415 -0.707 -0.382
N -1.512 1.993 -1.245
N -1.273 -0.485 -1.485
H -0.100 -2.902 2.172
H -1.471 -2.472 0.151
H 0.921 0.923 -0.764
H -2.080 2.757 -1.563
H -1.399 1.885 -0.217
H -1.771 -1.239 -1.915
*
```

List of Mulliken charges in e, atom by atom: N -0.544; S -0.421; Cl -0.181; N -0.376; N 0.533; C 0.173; C -0.597; C -0.545; C -0.566; C 0.569; C 0.546; C 0.000; N -0.428; N -0.175; H 0.380; H 0.375; H 0.498; H 0.254; H 0.252; H 0.254


Entry 12:
C7H6ClNO2S | ωB97M-V/def2-TZVPD

HOMO (alpha / beta) (eV): -9.36 / -9.63
HOMO-LUMO gap (alpha / beta) (Ha): 0.2688 / 0.2727
Energy above the lowest of the compared OMol25 structures with the same formula, charge and spin (kcal per mole): 128.1

Structure (ORCA input):
```
! RIJCOSX wB97M-V def2-TZVPD def2/J DEFGRID3
* xyz 0 1
C 0.465 1.208 -1.054
C -0.752 1.213 -0.598
C -1.057 -1.248 0.526
C 0.154 -0.921 1.122
C -2.079 1.439 -0.310
C 1.722 0.460 -0.451
C 1.333 -0.913 0.085
N 0.279 -0.679 2.349
O -3.133 0.985 -0.675
O -2.481 -2.863 -0.898
S -2.032 -1.473 -0.757
Cl -1.936 2.572 1.087
H 0.641 2.078 -1.742
H 2.393 0.234 -1.298
H 1.952 1.234 0.157
H 2.163 -1.281 0.546
H 1.230 -1.698 -0.785
H 1.138 -0.346 2.697
*
```

List of Mulliken charges in e, atom by atom: C -0.236; C -0.261; C -0.394; C 0.919; C 0.658; C -0.483; C -0.773; N -0.690; O -0.469; O -0.546; S 0.385; Cl -0.203; H 0.334; H 0.367; H 0.377; H 0.460; H 0.304; H 0.252


no.,calculated total energy (eV)
1,-8825.979
2,-237961.254
3,-25748.694
4,-26738.974
5,-13286.913
6,-10874.890
7,-25807.815
8,-19660.596
9,-132582.864
10,-223065.025
11,-38162.406
12,-36291.315